One molecule with the formula C2H2N2O at a distorted geometry. Source: the Open Molecules 2025 dataset; level of theory: wB97M-V/def2-TZVPD.

Computed properties:
* multiplicity: 1
* HOMO-LUMO gap: 10.422 eV
* F_max: 10.0 eV/Å
* SMILES string: N#C/C=N\O
* HOMO energy: -10.91 eV
* energy above the lowest of the compared OMol25 structures with the same formula, charge and spin: 81.8 kcal per mole

Geometry (Å):
N1 0.67410 -0.40249 2.06788
C1 0.27146 -0.72651 0.96481
C2 -0.34106 -0.71827 -0.26123
N2 -0.38866 0.15539 -1.13699
O1 0.29948 1.27515 -0.35304
H1 -1.05042 -1.62460 -0.34092
H2 0.53510 2.04133 -0.94051